C20H25FN4O2 | the ωB97M-V functional and the def2-TZVPD basis

Structure (XYZ):
```
52
Properties=species:S:1:pos:R:3:mulliken_charge:R:1
C 0.89 5.17 4.14 -1.077
H 0.30 6.04 4.43 0.381
H 1.95 5.39 4.31 0.315
H 0.61 4.33 4.78 0.305
C 0.65 4.84 2.67 -0.494
N 1.45 3.71 2.26 0.880
C 1.18 2.41 2.44 -0.600
C 2.24 1.70 1.92 0.496
C 3.11 2.69 1.44 -0.539
N 2.62 3.89 1.66 -1.055
H 4.06 2.56 0.96 0.517
C 2.39 0.21 1.83 -1.257
N 1.50 -0.33 0.82 0.056
C 1.94 -0.92 -0.31 -0.155
O 3.11 -1.18 -0.52 -0.712
C 0.83 -1.30 -1.29 2.790
C 1.22 -0.97 -2.73 -0.922
C 0.67 -2.00 -3.72 -0.950
C -0.63 -2.65 -3.27 0.827
O -1.60 -2.78 -3.99 -0.701
N -0.58 -3.13 -2.01 0.247
C 0.56 -2.81 -1.18 -1.387
H 0.34 -3.09 -0.15 0.414
H 1.46 -3.36 -1.50 0.326
C -1.69 -3.88 -1.48 -1.044
H -1.35 -4.89 -1.20 0.367
H -2.40 -3.98 -2.30 0.513
C -2.37 -3.23 -0.26 -1.138
C -2.53 -1.74 -0.39 0.722
C -3.05 -1.17 -1.54 -0.394
C -3.15 0.21 -1.66 -0.824
C -2.76 1.04 -0.63 -0.567
C -2.26 0.45 0.52 0.679
C -2.13 -0.92 0.66 -0.392
H -1.73 -1.33 1.57 0.262
F -1.85 1.25 1.54 -0.362
H -2.83 2.11 -0.70 0.481
H -3.55 0.63 -2.57 0.423
H -3.35 -1.80 -2.37 0.374
H -3.35 -3.70 -0.14 0.428
H -1.80 -3.45 0.65 0.438
H 1.39 -2.81 -3.85 0.376
H 0.50 -1.54 -4.70 0.384
H 2.31 -0.96 -2.80 0.282
H 0.86 0.03 -2.98 0.352
H -0.09 -0.78 -1.03 -1.057
H 0.53 -0.06 0.89 -0.007
H 2.15 -0.26 2.79 0.374
H 3.40 -0.05 1.53 0.484
H 0.27 2.08 2.91 0.544
H 0.94 5.68 2.04 0.320
H -0.40 4.60 2.50 0.277
```

For the LUMO energy, the calculation gives 0.6322 eV. Its structure (SMILES) is CCn1cc(CNC(=O)[C@H]2CCC(=O)N(CCc3cccc(F)c3)C2)cn1. The calculation puts the molecular weight at 372.44 Da. For the HOMO energy, the calculation gives -9.10 eV.